Density functional theory data (the ωB97M-V functional and the def2-TZVPD basis) for C26H28BN10O4PdSSe as an isolated structure.

Computed properties:
total charge	+2
E_tot	-130825.4231	eV
relative energy (zero: lowest compared OMol25 entry of this formula, charge and spin)	246.9	kJ/mol
HOMO (alpha / beta)	-13.54 / -13.54	eV
orbital gap (alpha / beta)	3.87 / 3.87	eV
2S+1	2

Each line ends with the Löwdin charge.
Element x y z (Å)
Pd 0.832 0.299 -0.057  1.231
C 0.510 3.732 -0.021  -0.011
C 0.918 3.045 -1.277  -0.281
C 1.277 3.569 -2.516  0.036
C 1.531 2.480 -3.331  0.012
N 1.347 1.359 -2.625  0.056
N 0.971 1.711 -1.387  -0.053
B 1.350 -0.132 -3.109  -0.660
N 2.468 -0.866 -2.384  0.027
C 3.389 -1.738 -2.811  -0.009
C 4.086 -2.197 -1.717  0.021
C 3.532 -1.559 -0.608  -0.286
C 4.032 -1.662 0.790  -0.024
N 2.545 -0.751 -1.034  0.067
N 0.008 -0.751 -2.599  0.039
C -0.846 -1.535 -3.258  -0.019
C -1.997 -1.666 -2.511  0.023
C -1.781 -0.917 -1.360  -0.290
C -2.806 -0.565 -0.342  -0.020
N -0.543 -0.388 -1.409  -0.011
N 1.450 -0.150 -4.595  -0.022
C 0.496 0.194 -5.512  -0.083
C 1.116 0.374 -6.711  0.001
C 2.493 0.141 -6.452  -0.333
C 3.634 0.210 -7.409  -0.022
N 2.683 -0.155 -5.182  0.124
H -0.080 4.616 -0.255  0.099
H -0.100 3.069 0.596  0.049
H 1.383 4.042 0.554  0.098
H 1.335 4.611 -2.780  0.126
H 1.831 2.424 -4.366  0.142
H 3.502 -1.928 -3.864  0.124
H 4.919 -2.879 -1.708  0.123
H 4.976 -2.202 0.786  0.101
H 4.244 -0.677 1.206  0.069
H 3.346 -2.201 1.440  0.077
H -0.593 -1.922 -4.232  0.143
H -2.898 -2.190 -2.780  0.127
H -3.706 -0.236 -0.862  0.104
H -3.094 -1.426 0.262  0.085
H -2.473 0.258 0.283  0.052
H -0.544 0.297 -5.243  0.124
H 0.658 0.626 -7.652  0.114
H 3.421 -0.368 -8.308  0.086
H 3.819 1.240 -7.718  0.085
H 4.538 -0.178 -6.946  0.080
O 3.177 -0.038 3.491  -0.289
Se 1.986 0.253 2.509  1.002
O 0.857 1.024 3.658  -0.209
O 2.101 1.318 1.252  -0.446
O 1.194 -0.974 1.753  -0.456
S -2.668 0.694 6.670  1.108
C -2.029 0.612 5.051  -0.468
C -2.290 -0.357 4.092  0.131
C -1.781 -0.279 2.731  -0.063
N -0.993 0.627 2.293  0.113
C -0.440 1.498 3.292  -0.358
C -1.057 1.512 4.652  0.154
C -3.930 -0.559 6.571  -0.544
C -5.173 -0.247 6.039  -0.071
C -6.114 -1.268 5.968  -0.107
N -5.875 -2.508 6.384  0.094
C -4.689 -2.782 6.914  -0.104
C -3.670 -1.839 7.031  -0.068
H -2.911 -1.211 4.345  0.137
H -2.108 -1.048 2.046  0.112
H -0.386 2.520 2.898  0.173
H -0.607 2.209 5.355  0.162
H -5.415 0.755 5.710  0.116
H -7.101 -1.075 5.567  0.121
H -4.536 -3.796 7.262  0.123
H -2.720 -2.101 7.479  0.117